The following is a quantum chemistry calculation of a molecular structure, C24H23BClNPW at a distorted geometry, from OMol25.

Output
- LUMO (spin up / spin down) (Eh) = -0.2014 / -0.1911
- E (Eh) = -1876.30560
- total charge = +1
- HOMO energy (spin up / spin down) (eV) = -11.6 / -12.4
- ⟨S²⟩ = 2.013
- orbital gap (spin up / spin down) (eV) = 6.155 / 7.193
- 2S+1 = 3

Cartesian coordinates (Å):
C 3.80621 0.83943 -0.57343
C 2.63859 1.56745 -0.24884
C 2.31085 1.31586 1.13488
H 2.15972 2.25052 -0.93217
C 3.30163 0.40402 1.65301
C 4.22839 0.12140 0.60244
H 5.15565 -0.44078 0.70786
H 4.31120 0.90452 -1.52804
H 1.54001 1.80279 1.72069
H 3.37049 0.05587 2.67714
W 2.17234 -0.57896 0.06753
Cl 1.65195 -2.17973 1.68275
P -0.28092 -0.06973 0.06320
C -1.03232 0.77731 1.53872
C -2.01861 1.77087 1.39495
H -2.25681 2.19208 0.42213
C -2.74726 2.22769 2.49042
H -3.50836 2.99694 2.33307
C -2.49347 1.71763 3.75765
H -3.04534 2.09840 4.62203
C -1.50873 0.73196 3.92520
H -1.31531 0.33204 4.91882
C -0.77235 0.27095 2.82865
H -0.01860 -0.50109 2.97504
C -0.93037 1.08860 -1.20146
C -0.33667 2.35664 -1.32714
H 0.43257 2.68938 -0.63381
C -0.77324 3.25672 -2.29708
H -0.21288 4.17693 -2.47497
C -1.94391 2.97611 -3.02408
H -2.30438 3.69389 -3.76666
C -2.62888 1.78431 -2.79411
H -3.57273 1.57908 -3.30709
C -2.10888 0.82770 -1.92133
H -2.65230 -0.10238 -1.78012
C -1.50842 -1.40873 -0.09116
C -2.73032 -1.40410 0.60391
H -2.93929 -0.66206 1.37015
C -3.70997 -2.35101 0.32015
H -4.65896 -2.31026 0.86581
C -3.47185 -3.33837 -0.62793
H -4.23180 -4.09854 -0.83263
C -2.24093 -3.37268 -1.30812
H -2.05899 -4.15340 -2.04480
C -1.25601 -2.42183 -1.03224
H -0.30045 -2.45929 -1.55429
B 5.50862 -3.07272 -1.70928
C 4.25644 -2.38316 -1.28589
N 3.29455 -1.78794 -0.94320
H 6.22391 -3.18751 -0.73445
H 5.99247 -2.35512 -2.56198
H 5.21373 -4.16771 -2.13989